# C31H40Br3N3O15

C31H40Br3N3O15 as an isolated structure (ωB97M-V/def2-TZVPD, the Open Molecules 2025 dataset).

## Properties
**HOMO**: -9.95 eV
**Molar mass**: 934.38 g/mol
**Max |F|**: 4.37 eV Å⁻¹
**Frontier orbital gap**: 9.01 eV
**Relative energy (zero: lowest compared OMol25 entry of this formula, charge and spin)**: 70.5 kcal/mol
**Charge**: 0
**Calculated total energy**: -10219.7741 a.u.

```
92
Properties=species:S:1:pos:R:3:forces:R:3:mulliken_charge:R:1
H -4.036157 -2.712296 -2.867822 -0.058 0.137 0.027 0.334
C -0.326072 7.039442 -1.021262 -0.479 1.174 -0.269 -0.222
H 5.145101 5.397260 -2.290671 -0.050 -0.018 -0.161 0.326
H 5.064897 2.415709 -1.646664 -0.069 -0.116 -0.263 0.280
C -0.241491 -1.100458 10.689001 0.131 0.754 0.490 -0.485
C -3.005229 6.368797 -1.498527 0.716 -1.228 0.688 -0.440
O -3.265120 -6.010373 -7.075530 -0.204 -0.006 1.357 -0.315
H -1.662767 1.950842 11.102685 -0.368 -0.203 0.156 0.355
O 3.838420 -1.583282 -3.567023 -1.077 -0.968 -0.011 -0.560
C 5.590665 3.366868 -1.730140 0.089 -1.131 0.028 -1.178
O 0.882691 6.052931 1.196660 -0.136 -0.336 0.237 -0.583
C -4.291078 -3.352954 -3.712021 0.873 -0.117 -0.014 -1.107
C -0.410295 0.037426 -0.735524 -0.118 -1.228 -2.150 -0.289
O 3.926878 4.069591 -3.357426 1.901 -0.375 1.465 -0.262
H -3.630599 -4.996190 -8.810222 0.137 0.199 0.052 0.327
H -0.585895 8.413975 -2.723573 0.379 -0.200 0.042 0.400
C -1.198092 -0.116645 10.615721 -0.523 -0.665 0.355 -0.266
C -1.002026 6.224289 -0.098617 -1.305 0.508 -1.944 0.147
H 1.096246 -6.593968 -3.502382 0.007 0.066 -0.343 0.419
H -2.540713 -4.633010 -3.262035 -0.125 0.054 -0.036 0.299
N -0.300817 5.817238 1.115445 -1.622 -0.453 1.070 0.983
O 2.454830 -2.201346 -5.121672 0.346 -0.394 1.309 -0.564
Br -5.171485 -6.978055 0.738247 0.340 0.627 1.403 -0.017
C 2.362813 -4.675242 -1.057116 -0.283 -0.548 0.030 -0.494
H -5.288346 -7.427450 3.168174 0.541 0.353 0.400 0.382
H 1.571572 6.085452 -5.587796 0.057 -0.248 0.295 0.283
H -3.938807 5.904464 -1.780058 -0.290 0.346 0.105 0.359
H 6.413255 3.235176 -2.433054 -0.138 0.088 -0.177 0.298
C -3.369228 -6.000664 -8.477300 -0.533 1.570 -1.239 -0.691
C 2.073202 5.191299 -5.957886 0.602 0.284 -0.896 -0.690
H -1.204822 -0.225518 4.774188 0.158 0.652 -0.385 0.275
H -4.195388 -6.606027 -8.850282 0.179 -0.483 0.534 0.270
C 3.479595 5.024519 -4.144781 0.462 2.913 2.601 0.821
O -0.979823 -0.008582 0.531261 -1.085 0.445 2.287 -0.309
H 1.404512 4.583827 -6.567748 -0.062 -0.315 0.658 0.245
Br -2.709525 -7.840105 2.609511 -1.773 0.855 0.412 -0.036
O 3.612722 6.247808 -4.030281 0.299 -1.990 -0.355 -0.627
H 3.288912 -2.744366 -1.349834 -0.114 0.100 0.189 0.457
Br -4.214356 -5.012631 3.404155 -0.575 -1.679 -0.818 0.016
O 2.705517 4.405509 -4.936786 -2.728 -0.854 -3.310 -0.297
H 0.396644 2.328615 12.314912 -0.162 0.111 0.003 0.384
H -5.116487 -3.990905 -3.396087 0.167 -0.183 -0.126 0.305
H 6.053960 3.466622 -0.748561 -0.198 0.684 0.046 0.397
H 0.711325 7.310882 -0.892600 0.037 -0.151 0.306 0.442
O 3.420797 -0.091174 12.654583 -0.336 0.349 -0.355 -0.552
C -2.359099 5.867164 -0.348056 1.506 0.840 0.261 -0.363
H 1.543677 -6.611800 -1.003528 -0.414 -0.151 -0.313 0.422
C -3.006311 -4.121047 -4.104183 -1.104 0.338 -0.127 -0.186
C -0.702738 -0.884964 4.066268 -0.056 0.968 -0.068 -0.631
C 1.989045 -4.695233 -3.786581 1.073 3.112 -1.763 -0.393
H -2.820892 5.235042 0.395958 -0.279 -0.086 -0.221 0.437
C 2.766345 -3.572599 -1.805210 0.246 1.016 -1.549 -0.278
H 0.047132 1.962844 -1.152046 0.794 0.586 -0.068 0.283
O -1.025566 5.325176 2.005688 1.535 0.548 -1.171 -0.580
C -0.977927 1.122055 11.205198 -0.288 0.172 -0.598 -0.532
H -2.443365 -6.245571 -8.997761 0.104 -0.314 0.485 0.264
O -1.087041 -0.398936 2.727264 0.011 -0.050 -0.464 -0.326
H -4.601952 -2.720129 -4.543296 -0.068 -0.094 0.035 0.312
O 2.455388 1.702218 13.416369 0.238 -1.078 -1.201 -0.551
N 2.975574 -2.342212 -4.011226 0.517 0.359 -0.934 0.961
O -3.221222 -3.705799 -6.809756 -0.427 -2.927 0.911 -0.580
H 1.077419 0.788621 -2.023076 -0.298 0.101 -0.205 0.302
O 0.798552 -0.962570 1.501733 -1.865 1.113 0.710 -0.594
C -2.357917 7.237222 -2.352351 1.723 0.418 0.205 -0.316
H -1.297317 0.234405 -1.337594 0.044 0.394 -0.142 0.305
H 2.854664 5.500177 -6.652158 0.039 0.291 0.048 0.319
H 2.494965 -4.791992 0.008389 0.407 0.722 0.114 0.369
C -3.297821 -4.861043 -6.361435 0.882 1.998 -0.377 0.771
C 1.533042 -5.714283 -3.053197 -0.182 -2.239 2.746 -0.483
H 1.498935 1.171493 -0.414007 -0.406 -0.176 0.453 0.341
H 3.838556 4.624584 -1.416124 0.166 -0.109 0.283 0.237
H -2.135769 -0.462458 10.206366 -0.286 0.709 -0.276 0.355
H -1.147075 -1.820259 4.406720 0.245 -0.582 -1.210 0.254
C -1.020033 7.665608 -2.077155 -1.445 -1.674 0.544 -0.623
H 1.993156 -4.759411 -4.864668 -0.382 0.101 -0.146 0.387
H -0.087859 -0.896173 -1.196541 0.097 -0.823 1.153 0.311
H -2.301361 -3.423457 -4.556402 0.051 -0.129 -0.012 0.313
C 0.963346 -0.817636 11.325903 1.808 -0.217 -0.987 -0.117
H -0.466943 -2.064778 10.258144 0.347 -0.113 0.069 0.379
C 0.631730 1.047242 -1.062565 0.044 1.151 -0.022 -0.987
C -0.322653 -0.453531 1.594616 2.525 -2.398 0.573 0.762
C 4.636697 4.445485 -2.136534 -0.413 0.898 -0.236 -0.154
H 0.365040 -0.834266 4.279279 -0.056 -0.175 -0.501 0.302
C 1.279384 0.437383 11.846153 -2.482 0.010 0.405 -0.045
H -2.792477 7.519495 -3.299924 -0.304 0.261 0.127 0.361
O -3.312573 -5.181485 -5.039183 0.148 -0.045 -1.451 -0.317
N 2.515463 0.715963 12.671697 -1.000 0.345 0.748 0.896
C 2.565152 -3.516631 -3.213979 -0.428 -2.092 2.245 0.143
C -4.526331 -6.844078 2.651339 1.478 -0.144 -1.410 -0.345
C 0.199211 1.377377 11.843131 2.654 -0.021 0.492 -0.170
H 1.737353 -1.553194 11.163862 0.264 -0.157 0.698 0.348
C 1.742481 -5.761320 -1.638801 0.225 0.957 -1.547 -0.383
```
Forces are in eV/Å.